a.
Density functional theory data (wB97M-V/def2-TZVPD) for the molecule C5H6OS.

```
13
Properties=species:S:1:pos:R:3
C -1.49 0.82 0.71
C -0.35 -0.17 0.69
C 0.53 -0.25 -0.37
C 1.43 -1.49 0.07
C 0.73 0.66 -1.41
H -2.33 0.07 0.79
H -1.62 1.20 -0.27
H -1.55 1.67 1.58
H -0.32 -0.98 1.52
H 0.73 -2.17 0.96
H -0.28 1.39 -1.61
O 2.52 -1.70 -0.39
S 2.01 0.94 -2.26
```

Summary:
Net charge   0
Orbital gap   7.717 eV
HOMO level   -8.5866 eV
SMILES string   C/C=C(/C=O)C=S

natural (NBO) atomic charge list, values in e, 2 entries:
1 C -0.67
2 C -0.02


b.
Density functional theory data (wB97M-V/def2-TZVPD) for the molecule C5H6OS.

```
13
Properties=species:S:1:pos:R:3
C -1.66 -0.77 0.63
C -0.42 -0.22 0.68
C -2.07 -1.81 -0.30
C 0.74 -0.71 -0.01
C 1.76 0.30 -0.44
O -1.43 -2.74 -0.73
S 1.01 -2.32 -0.26
H -2.47 -0.26 1.14
H -0.30 0.73 1.18
H -3.09 -1.61 -0.68
H 2.25 0.73 0.43
H 1.30 1.11 -1.00
H 2.51 -0.18 -1.06
```

Summary:
Net charge   0
Orbital gap (spin up / spin down)   7.119 / 7.118 eV
HOMO level (spin up / spin down)   -7.9860 / -7.9852 eV
SMILES string   CC(=S)/C=C\C=O

natural (NBO) atomic charge list, values in e, 2 entries:
1 C -0.27
2 C -0.18


c.
Density functional theory data (wB97M-V/def2-TZVPD) for the molecule C5H6OS.

```
13
Properties=species:S:1:pos:R:3
C -1.30 -0.17 0.83
C -1.72 -0.34 -0.63
C -0.31 -0.29 -0.31
C 1.68 1.01 0.02
C 2.39 -0.18 0.11
H -1.67 -0.95 1.30
H -1.49 0.77 1.38
H -2.42 -1.39 -0.72
H -1.94 0.51 -1.27
H 2.01 2.02 -0.06
H 3.40 -0.50 0.29
O 0.29 0.99 -0.67
S 1.09 -1.49 -0.28
```

Summary:
Net charge   0
Orbital gap   9.104 eV
HOMO level   -8.2062 eV
SMILES string   C1=CSC2(CC2)O1

natural (NBO) atomic charge list, values in e, 2 entries:
1 C -0.45
2 C -0.42


d.
Density functional theory data (wB97M-V/def2-TZVPD) for the molecule C5H6OS.

```
13
Properties=species:S:1:pos:R:3
C -0.72 -1.81 -0.72
C -0.31 -0.47 -0.31
C 0.15 0.51 -0.91
C 0.80 1.66 0.12
C -0.03 -0.27 1.26
H -1.18 -2.43 -0.02
H -0.45 0.58 -2.10
H 0.18 2.57 0.13
H 1.85 1.90 -0.21
H 0.45 -0.92 2.02
H -0.92 -0.25 1.72
O 0.57 1.05 1.33
S -0.39 -2.12 -2.30
```

Summary:
Net charge   0
Orbital gap   7.880 eV
HOMO level   -8.8099 eV
SMILES string   S=CC1=CCOC1

natural (NBO) atomic charge list, values in e, 2 entries:
1 C -0.25
2 C -0.19


Least stable: d


a.
Density functional theory data (wB97M-V/def2-TZVPD) for the ion C6H12N with charge +1.

```
19
Properties=species:S:1:pos:R:3
C -0.21 -0.55 -1.23
C -1.89 0.62 0.24
C -1.45 -0.73 -0.37
C 0.60 0.01 -0.04
C 1.55 -0.91 0.65
C 1.06 1.37 -0.13
N -0.90 -0.12 0.90
H 0.13 -1.46 -1.70
H -0.46 0.16 -2.13
H -1.43 1.54 -0.15
H -2.89 0.57 0.60
H -2.16 -1.56 -0.42
H 1.21 -0.70 1.77
H 2.52 -0.57 0.57
H 1.37 -1.92 0.39
H 1.84 1.29 -0.85
H 1.67 1.55 0.75
H 0.24 1.97 -0.63
H -0.81 -0.57 1.79
```

Summary:
Net charge   +1
Orbital gap   13.074 eV
HOMO level   -15.8167 eV
SMILES string   CC1(C)C[C@@H]2C[N@@H+]21

natural (NBO) atomic charge list, values in e, 2 entries:
1 C -0.49
2 C -0.22


b.
Density functional theory data (wB97M-V/def2-TZVPD) for a cluster of 2 separate species, C6H12N in total.

```
19
Properties=species:S:1:pos:R:3
C 2.31 2.01 0.19
C 1.16 1.95 -0.37
C -0.41 -0.72 -0.92
C -0.26 0.11 0.26
C -1.51 -1.72 -1.16
C -0.93 0.44 1.45
N 0.60 -1.14 0.07
H 2.98 2.84 0.19
H 2.43 1.17 0.84
H 0.59 2.64 -1.08
H -0.05 -0.40 -1.88
H -1.99 -2.25 -0.20
H -1.13 -2.43 -1.91
H -2.35 -1.12 -1.54
H -1.64 1.21 1.19
H -0.16 0.94 2.22
H -1.44 -0.44 2.09
H 0.19 -1.89 0.63
H 1.59 -1.21 -0.07
```

Summary:
Net charge   +1
Orbital gap   9.168 eV
HOMO level   -13.3356 eV

natural (NBO) atomic charge list, values in e, 2 entries:
1 C -0.48
2 C -0.05


c.
Density functional theory data (wB97M-V/def2-TZVPD) for the ion C6H12N with charge +1.

```
19
Properties=species:S:1:pos:R:3
C 0.78 1.50 -0.32
C 1.33 0.32 -0.24
C 0.57 -0.99 -0.54
C -1.55 0.01 -0.38
C 2.61 0.19 0.41
C -2.57 0.70 0.39
N -0.77 -1.13 0.02
H 1.07 2.53 -0.32
H 0.53 -1.08 -1.61
H 1.08 -1.90 -0.15
H -1.71 -0.01 -1.40
H 2.55 0.11 1.52
H 3.11 1.09 0.16
H 3.14 -0.74 0.14
H -2.31 0.91 1.44
H -3.47 0.18 0.34
H -2.64 1.63 -0.26
H -0.98 -2.16 -0.27
H -0.77 -1.15 1.07
```

Summary:
Net charge   +1
Orbital gap (spin up / spin down)   9.210 / 8.461 eV
HOMO level (spin up / spin down)   -13.1617 / -12.9372 eV

natural (NBO) atomic charge list, values in e, 2 entries:
1 C -0.03
2 C -0.15


d.
Density functional theory data (wB97M-V/def2-TZVPD) for the ion C6H12N with charge +1.

```
19
Properties=species:S:1:pos:R:3
C -2.30 -0.98 0.63
C -2.60 0.22 0.37
C 2.34 0.46 1.05
C -1.31 -0.48 -1.73
C 1.24 -0.17 0.17
C -0.07 0.47 0.46
N -1.34 -0.24 -0.24
H -2.25 -2.05 1.07
H -3.22 1.05 0.30
H 3.22 -0.06 0.83
H 2.62 1.49 0.79
H 2.27 0.45 2.15
H -1.00 0.44 -2.32
H -0.62 -1.28 -2.04
H -2.30 -0.85 -1.92
H 1.17 -1.31 0.43
H 1.39 0.11 -0.99
H -0.24 0.43 1.50
H 0.04 1.42 0.05
```

Summary:
Net charge   +1
Orbital gap   11.887 eV
HOMO level   -15.5040 eV
SMILES string   CCC[N+]1(C)C=C1

natural (NBO) atomic charge list, values in e, 2 entries:
1 C 0.02
2 C 0.02


Least stable: b


a.
Density functional theory data (wB97M-V/def2-TZVPD) for a cluster of 2 separate species, C3H10N2O in total.

```
16
Properties=species:S:1:pos:R:3
C -1.37 -0.25 0.46
C -1.62 0.03 -0.98
H -2.70 -0.04 -1.17
H -1.30 1.02 -1.28
H -1.79 -1.18 0.82
H -1.57 0.56 1.15
H 0.26 1.02 0.53
H -1.14 -0.72 -1.63
C 1.30 0.49 0.62
N 1.92 0.48 -0.68
N 0.48 -1.04 0.79
O 1.99 0.85 1.60
H 2.66 1.17 -0.74
H 1.29 0.47 -1.48
H 1.04 -1.64 0.19
H 0.55 -1.22 1.79
```

Summary:
Net charge   0
Orbital gap   7.628 eV
HOMO level   -7.7318 eV

natural (NBO) atomic charge list, values in e, 2 entries:
1 C -0.07
2 C -0.69


b.
Density functional theory data (wB97M-V/def2-TZVPD) for a structure of composition C3H10N2O.

```
16
Properties=species:S:1:pos:R:3
C -1.58 -1.00 -1.57
N -2.04 -1.17 -0.38
H -0.56 -1.36 -1.69
H -1.95 -0.27 -2.27
H -3.02 -0.97 -0.22
H -1.24 -0.09 0.04
C 2.09 -0.04 0.24
N 1.05 0.13 1.25
C 0.13 1.21 0.93
O -0.64 0.95 -0.22
H 1.82 -0.68 -0.61
H 3.00 -0.40 0.73
H 2.27 0.96 -0.21
H 0.58 -0.76 1.38
H 0.64 2.17 0.84
H -0.56 1.32 1.77
```

Summary:
Net charge   0
Orbital gap   8.566 eV
HOMO level   -8.6206 eV

natural (NBO) atomic charge list, values in e, 2 entries:
1 C 0.08
2 N -0.71


c.
Density functional theory data (wB97M-V/def2-TZVPD) for a structure of composition C3H10N2O.

```
16
Properties=species:S:1:pos:R:3
C -0.79 -0.19 -0.41
C 2.21 0.48 0.14
C -0.61 -1.36 0.53
N 1.13 0.49 -0.82
N -2.44 0.40 -0.08
O -0.37 1.04 -0.06
H 1.22 1.25 -1.49
H -0.89 -0.44 -1.47
H -2.56 0.66 0.90
H -2.68 1.21 -0.65
H 2.31 1.42 0.70
H 2.07 -0.33 0.84
H 3.16 0.30 -0.39
H -1.49 -2.00 0.47
H -0.52 -1.00 1.55
H 0.27 -1.93 0.25
```

Summary:
Net charge   0
Orbital gap   8.948 eV
HOMO level   -8.1350 eV

natural (NBO) atomic charge list, values in e, 2 entries:
1 C 0.33
2 C -0.45


Least stable: c